46
Properties=species:S:1:pos:R:3:forces:R:3 method="wB97M-V/def2-TZVPD" smiles="CCCCn1c(CNC(=O)C(C)(C)C)nc2ccccc21" homo_energy_ev=-8.56 relative_energy_kcal_mol=2.0 e_lumo_ha=0.0284 total_energy_ha=-902.35399 spin_multiplicity=1
C -2.905298 -4.322948 -1.099031 -0.035 0.031 0.247
C -2.848542 -3.459251 0.154674 0.091 0.139 -0.260
C -2.313099 -2.063256 -0.150636 -0.141 -0.135 0.392
C -2.258072 -1.191662 1.107690 -0.068 -0.433 -0.316
N -1.767886 0.128315 0.814725 0.244 0.320 0.108
C -0.471949 0.560199 0.834294 -0.062 0.208 -0.055
C 0.669737 -0.283049 1.290418 0.178 -0.300 0.110
N 1.911770 0.373757 0.964999 -0.422 0.222 0.230
C 2.890577 -0.276977 0.297826 0.255 0.258 0.137
O 2.847935 -1.477962 0.110688 0.022 -0.351 -0.147
C 4.046309 0.589445 -0.215642 0.148 -0.080 -0.152
C 4.178873 1.931003 0.506379 -0.036 -0.196 -0.061
C 5.342421 -0.210137 -0.059066 -0.251 -0.053 -0.025
C 3.756953 0.825204 -1.704523 0.000 -0.084 0.123
N -0.329586 1.797562 0.448026 0.542 -0.033 0.074
C -1.591047 2.235448 0.131067 -0.565 -0.445 0.067
C -2.027641 3.469564 -0.334457 0.007 -0.106 0.038
C -3.377960 3.622224 -0.569063 -0.008 0.188 -0.062
C -4.282581 2.581900 -0.350225 -0.122 -0.049 -0.001
C -3.869405 1.348448 0.112281 -0.091 -0.175 0.038
C -2.514372 1.187275 0.350980 0.170 0.660 -0.164
H -3.289067 -5.312449 -0.863429 -0.025 -0.116 -0.070
H -3.554946 -3.871043 -1.845303 -0.057 0.011 -0.114
H -1.913116 -4.432889 -1.530205 0.089 -0.041 -0.092
H -2.205480 -3.937799 0.896577 -0.033 -0.014 0.095
H -3.849004 -3.377106 0.585975 -0.010 -0.017 0.097
H -2.952370 -1.577186 -0.891307 0.035 0.046 -0.051
H -1.311024 -2.141604 -0.577967 0.036 0.053 -0.052
H -1.607336 -1.652712 1.855343 -0.102 0.048 0.010
H -3.260029 -1.096221 1.537271 0.129 -0.025 0.067
H 0.598570 -0.444975 2.376992 -0.063 -0.082 -0.173
H 0.674443 -1.263215 0.799588 -0.040 0.118 0.131
H 1.852086 1.380220 0.945437 0.125 -0.010 -0.086
H 3.363515 2.607472 0.257642 -0.090 0.126 0.007
H 4.210758 1.792460 1.584958 0.022 0.044 0.115
H 5.106626 2.410054 0.198786 0.045 0.065 -0.035
H 6.160650 0.283779 -0.577884 0.074 0.110 -0.035
H 5.601795 -0.306405 0.993100 0.086 -0.036 0.113
H 5.211454 -1.207292 -0.470654 0.044 -0.054 -0.016
H 3.687362 -0.126291 -2.226335 -0.001 -0.073 -0.074
H 2.817166 1.359652 -1.832276 -0.090 0.077 -0.058
H 4.555216 1.412207 -2.153820 0.082 0.079 -0.042
H -1.327173 4.271853 -0.502100 0.088 0.095 -0.019
H -3.750809 4.568861 -0.931254 -0.024 0.075 -0.030
H -5.331160 2.747432 -0.548537 -0.079 0.002 -0.012
H -4.575279 0.548109 0.277993 -0.095 -0.069 0.003